This record from the OMol25 dataset describes a structure of composition C35H34CaClN5O9P2S3. The level of theory is ωB97M-V/def2-TZVPD.

## Properties
E_LUMO in Eh: 0.12895
ΔE to the lowest compared entry with this formula, charge and spin in kJ/mol: 106.9
Net charge: -2
Orbital gap in hartree: 0.203

The geometry in XYZ format:
```
90
C35H34CaClN5O9P2S3 ωB97M-V/def2-TZVPD
Ca -1.70 -0.24 -0.55
C 1.00 -1.02 3.29
C -0.13 -0.73 2.33
N -0.13 -1.16 1.11
N 1.05 -1.91 0.81
C 1.00 -2.68 -0.23
S -0.19 -3.10 -1.41
S 2.57 -3.60 -0.40
C 2.68 -4.28 1.27
C 1.54 -5.20 1.62
C 0.40 -4.71 2.25
C -0.68 -5.54 2.51
C -0.63 -6.88 2.15
C 0.50 -7.38 1.52
C 1.58 -6.54 1.26
C -1.26 0.09 2.90
C -1.02 0.79 4.10
C -1.98 1.54 4.74
C -3.27 1.60 4.19
C -3.55 0.93 3.02
C -2.57 0.17 2.32
O -2.88 -0.41 1.22
H 1.67 -1.77 2.89
H 0.60 -1.33 4.25
H 1.59 -0.11 3.45
H 2.73 -3.44 1.97
H 3.63 -4.82 1.30
H 0.35 -3.66 2.51
H -1.57 -5.13 2.97
H -1.48 -7.53 2.34
H 0.54 -8.42 1.23
H 2.45 -6.93 0.74
H -0.03 0.76 4.53
H -1.74 2.08 5.66
H -4.04 2.19 4.66
H -4.53 0.98 2.57
Cl -4.79 6.41 1.30
C -3.77 5.00 0.97
C -2.58 4.83 1.71
C -1.76 3.76 1.48
C -2.05 2.78 0.46
O -1.25 1.83 0.25
C -3.29 2.97 -0.24
C -3.78 2.05 -1.23
O -3.19 1.04 -1.59
C -4.12 4.09 0.03
H -2.34 5.54 2.49
H -0.87 3.60 2.07
H -4.76 2.26 -1.68
H -5.04 4.20 -0.54
N -1.82 -1.96 -3.97
C -2.75 -0.74 -3.93
C -3.46 -0.58 -5.28
P -4.00 -1.28 -2.59
O -4.30 -2.71 -3.42
O -5.30 -0.57 -2.56
O -3.18 -1.69 -1.40
P -1.48 0.64 -3.67
O -0.59 0.20 -5.01
O -1.92 2.02 -3.94
O -0.67 0.19 -2.49
H -2.38 -2.81 -4.09
H -1.29 -2.07 -3.07
H -1.12 -1.84 -4.70
H -4.09 -1.45 -5.49
H -2.73 -0.43 -6.08
H -4.10 0.30 -5.22
H -5.02 -3.16 -2.96
H -0.28 1.02 -5.41
S 5.17 3.29 -2.32
C 3.79 2.32 -1.74
C 3.83 0.94 -1.79
C 2.75 0.23 -1.27
N 1.69 0.82 -0.73
C 1.64 2.15 -0.71
C 2.67 2.95 -1.21
C 6.16 3.42 -0.84
C 7.10 2.46 -0.53
C 7.84 2.59 0.65
N 7.69 3.61 1.50
C 6.77 4.52 1.19
C 5.99 4.48 0.04
H 4.67 0.42 -2.22
H 2.75 -0.85 -1.28
H 0.74 2.58 -0.30
H 2.59 4.03 -1.18
H 7.26 1.61 -1.18
H 8.57 1.84 0.91
H 6.65 5.34 1.89
H 5.26 5.25 -0.16
```

This record from the OMol25 dataset describes a structure of composition C35H34ClLuNOSi2. The level of theory is ωB97M-V/def2-TZVPD.

## Properties
E_LUMO (spin up / spin down) in Eh: -0.09645 / -0.11271
Net charge: +1
Orbital gap (spin up / spin down) in hartree: 0.134 / 0.106

The geometry in XYZ format:
```
75
C35H34ClLuNOSi2 ωB97M-V/def2-TZVPD
C -3.87 2.91 1.69
C -2.48 2.74 2.02
C -1.72 2.95 0.83
H -2.08 2.61 3.03
C -2.63 3.24 -0.24
C -3.96 3.21 0.30
H -4.87 3.49 -0.23
H -4.69 2.96 2.41
H -0.64 2.99 0.76
H -2.36 3.49 -1.26
Lu -3.09 0.98 0.52
Si -0.05 -0.60 -0.35
C 0.60 -0.96 1.33
C 1.09 -2.23 1.69
H 1.02 -3.06 0.98
C 1.72 -2.42 2.92
H 2.20 -3.38 3.12
C 1.75 -1.40 3.86
H 2.24 -1.56 4.82
C 1.15 -0.16 3.57
H 1.14 0.63 4.31
C 0.59 0.06 2.31
H 0.15 1.03 2.09
C 0.61 0.92 -1.15
C 1.80 1.53 -0.73
H 2.36 1.10 0.11
C 2.28 2.67 -1.37
H 3.23 3.10 -1.07
C 1.55 3.24 -2.41
H 1.92 4.13 -2.92
C 0.34 2.68 -2.82
H -0.24 3.12 -3.63
C -0.12 1.52 -2.20
H -1.06 1.06 -2.53
H -1.57 -0.54 -0.26
Si 2.36 -2.42 -1.97
C 3.18 -1.10 -2.99
C 4.58 -0.93 -2.91
H 5.17 -1.54 -2.21
C 5.22 0.03 -3.70
H 6.29 0.18 -3.60
C 4.48 0.80 -4.60
H 4.97 1.55 -5.22
C 3.10 0.59 -4.72
H 2.52 1.19 -5.42
C 2.45 -0.37 -3.94
H 1.38 -0.54 -4.06
C 3.49 -2.80 -0.56
C 3.92 -1.77 0.31
H 3.51 -0.76 0.20
C 4.84 -2.05 1.32
H 5.09 -1.26 2.03
C 5.40 -3.32 1.44
H 6.14 -3.52 2.22
C 5.02 -4.34 0.55
H 5.47 -5.32 0.63
C 4.06 -4.09 -0.43
H 3.74 -4.87 -1.13
H 2.15 -3.64 -2.78
Cl 0.11 -2.27 -1.68
O -3.35 -0.24 2.33
C -4.71 -0.50 2.91
C -5.76 -0.13 1.90
C -7.11 -0.36 2.13
C -8.04 0.08 1.19
C -7.60 0.74 0.05
C -6.23 0.91 -0.15
N -5.32 0.45 0.76
H -2.64 -0.55 2.92
H -4.80 0.11 3.82
H -4.76 -1.57 3.17
H -7.38 -0.88 3.05
H -9.11 -0.08 1.35
H -8.28 1.14 -0.69
H -5.82 1.40 -1.04
```

This record from the OMol25 dataset describes a structure of composition C35H34ClNOSi2W. The level of theory is ωB97M-V/def2-TZVPD.

## Properties
E_LUMO (spin up / spin down) in Eh: -0.27918 / -0.28061
ΔE to the lowest compared entry with this formula, charge and spin in kJ/mol: 229.7
Net charge: +2
2S+1: 3
Orbital gap (spin up / spin down) in hartree: 0.189 / 0.214

The geometry in XYZ format:
```
75
C35H34ClNOSi2W ωB97M-V/def2-TZVPD
C -1.77 -1.48 3.19
C -2.03 -0.45 2.22
C -3.00 -0.97 1.30
H -1.68 0.57 2.30
C -3.26 -2.34 1.64
C -2.52 -2.64 2.82
H -2.57 -3.58 3.36
H -1.14 -1.35 4.06
H -3.51 -0.38 0.54
H -3.93 -3.02 1.12
W -0.99 -2.10 1.11
Si -0.93 -1.33 -1.10
C -0.70 0.30 -2.00
C 0.55 0.54 -2.81
H 1.05 -0.37 -3.18
C 0.53 1.64 -3.77
H 1.45 1.81 -4.34
C -0.60 2.39 -3.95
H -0.63 3.17 -4.72
C -1.71 2.21 -3.12
H -2.57 2.86 -3.24
C -1.74 1.18 -2.17
H -2.64 1.09 -1.54
C -0.67 -2.43 -2.60
C -1.82 -2.67 -3.37
H -2.81 -2.43 -2.96
C -1.68 -3.18 -4.67
H -2.57 -3.32 -5.28
C -0.40 -3.48 -5.16
H -0.29 -3.88 -6.17
C 0.74 -3.29 -4.37
H 1.74 -3.53 -4.73
C 0.61 -2.76 -3.08
H 1.50 -2.57 -2.47
H -2.35 -1.64 -0.80
Si 1.82 1.19 -1.46
C 1.94 -0.41 -0.50
C 0.81 -1.35 -0.03
H 0.53 -0.95 1.03
C 1.15 -2.79 -0.04
H 0.35 -3.55 -0.22
C 2.48 -3.18 0.08
H 2.72 -4.23 0.30
C 3.51 -2.25 -0.06
H 4.54 -2.59 0.04
C 3.23 -0.90 -0.38
H 4.07 -0.23 -0.58
C 1.08 2.78 -0.82
C -0.07 2.76 -0.02
H -0.31 1.86 0.55
C -0.93 3.87 0.00
H -1.88 3.80 0.53
C -0.59 5.04 -0.70
H -1.30 5.88 -0.74
C 0.65 5.11 -1.34
H 0.95 6.05 -1.81
C 1.49 4.00 -1.39
H 2.46 4.05 -1.90
H 3.06 1.58 -1.98
Cl 0.19 -3.61 2.48
O -1.13 2.51 3.18
C 0.28 2.64 3.39
C 0.70 1.40 4.12
C 0.58 1.35 5.52
C 1.01 0.19 6.17
C 1.51 -0.86 5.40
C 1.54 -0.71 4.00
N 1.11 0.39 3.37
H -1.48 3.34 2.83
H 0.49 3.51 4.02
H 0.81 2.69 2.43
H 0.17 2.23 6.01
H 0.95 0.12 7.26
H 1.88 -1.78 5.84
H 1.95 -1.51 3.38
```

This record from the OMol25 dataset describes a structure of composition C35H34IrN7O4S2. The level of theory is ωB97M-V/def2-TZVPD.

## Properties
E_LUMO (spin up / spin down) in Eh: -0.01107 / -0.07253
ΔE to the lowest compared entry with this formula, charge and spin in kJ/mol: 385.9
2S+1: 5
Orbital gap (spin up / spin down) in hartree: 0.250 / 0.187

The geometry in XYZ format:
```
83
C35H34IrN7O4S2 ωB97M-V/def2-TZVPD
Ir -0.82 0.13 -0.01
C 1.40 -3.66 0.89
C 0.89 -2.51 0.08
N 0.31 -1.50 0.72
N 0.38 -1.64 2.04
C -0.07 -0.48 2.73
S -1.70 0.01 2.10
S -0.07 -0.78 4.51
C -1.02 -2.34 4.60
C -2.51 -2.22 4.53
C -3.21 -2.84 3.50
C -4.60 -2.75 3.43
C -5.29 -2.02 4.39
C -4.60 -1.41 5.42
C -3.22 -1.51 5.49
C 1.17 -2.58 -1.37
C 2.51 -2.83 -1.69
C 2.92 -3.10 -2.98
C 1.97 -3.19 -3.99
C 0.63 -2.94 -3.70
C 0.25 -2.59 -2.42
O -1.07 -2.39 -2.11
H 0.58 -4.08 1.48
H 2.15 -3.34 1.61
H 1.81 -4.42 0.24
H -0.72 -2.73 5.58
H -0.63 -3.02 3.85
H -2.67 -3.39 2.74
H -5.13 -3.23 2.62
H -6.37 -1.94 4.33
H -5.13 -0.84 6.17
H -2.68 -1.01 6.29
H 3.24 -2.81 -0.89
H 3.96 -3.26 -3.19
H 2.26 -3.44 -4.99
H -0.12 -3.03 -4.47
C 2.17 1.83 4.33
C 2.09 0.74 3.56
C 1.15 0.66 2.42
C 0.60 1.98 2.01
C 0.64 3.10 2.93
C 1.37 3.01 4.05
N 0.00 2.02 0.86
N -0.58 3.16 0.42
C -1.63 2.92 -0.35
C -2.35 4.01 -0.91
C -3.47 3.77 -1.65
C -3.92 2.45 -1.86
C -3.19 1.43 -1.32
N -2.07 1.65 -0.59
H 2.85 1.85 5.17
H 2.70 -0.13 3.77
H 1.64 0.20 1.55
H 0.06 3.97 2.68
H 1.39 3.84 4.75
H -1.98 5.00 -0.72
H -4.02 4.61 -2.07
H -4.82 2.23 -2.41
H -3.47 0.40 -1.46
C 2.68 -0.15 -5.19
C 1.75 1.02 -4.88
C 0.57 0.74 -3.94
C -0.34 2.00 -3.84
C 0.38 3.23 -3.32
C -0.33 -0.34 -4.54
O -0.27 -0.64 -5.70
N -1.53 -0.78 -3.83
C -1.94 -1.62 -2.82
O -3.11 -1.73 -2.55
N 0.05 0.17 -1.67
C 1.06 0.41 -2.52
O 2.24 0.34 -2.21
H 3.51 0.22 -5.79
H 2.17 -0.93 -5.75
H 3.09 -0.57 -4.27
H 1.34 1.42 -5.81
H 2.33 1.81 -4.41
H -1.18 1.76 -3.19
H -0.75 2.20 -4.84
H 0.89 3.03 -2.37
H -0.34 4.02 -3.14
H 1.12 3.60 -4.03
H -2.35 -0.49 -4.34
```

This record from the OMol25 dataset describes a structure of composition C35H35AsN6OS3SbSe4V. The level of theory is ωB97M-V/def2-TZVPD.

## Properties
E_LUMO (spin up / spin down) in Eh: 0.04906 / 0.03242
ΔE to the lowest compared entry with this formula, charge and spin in kJ/mol: 344.2
Net charge: -1
2S+1: 2
Orbital gap (spin up / spin down) in hartree: 0.208 / 0.190

The geometry in XYZ format:
```
87
C35H35AsN6OS3SbSe4V ωB97M-V/def2-TZVPD
V 0.12 -0.15 0.48
C -2.63 1.94 1.50
C -1.72 0.74 1.33
N -0.59 0.58 2.08
N -0.15 1.63 2.77
C 0.67 1.51 3.83
N 1.51 2.59 3.97
S 0.68 0.32 5.03
C -2.26 -0.48 0.73
C -3.63 -0.71 0.51
C -4.05 -1.97 0.19
C -3.11 -3.00 0.04
C -1.77 -2.69 0.15
N -1.36 -1.46 0.46
H -2.08 2.76 1.95
H -3.44 1.67 2.19
H -3.07 2.26 0.57
H 1.30 3.41 3.43
H 1.90 2.72 4.88
H -4.33 0.10 0.64
H -5.10 -2.17 0.05
H -3.41 -4.01 -0.17
H -0.98 -3.40 -0.05
C -2.48 -1.33 3.83
C -1.32 -2.27 3.80
N -0.21 -2.14 3.16
C 0.69 -3.14 3.50
C 0.19 -4.08 4.35
S -1.40 -3.69 4.80
C 2.11 -3.12 3.08
C 3.05 -3.93 3.62
S 4.58 -3.60 2.95
C 3.86 -2.38 1.96
N 2.59 -2.23 2.14
C 4.69 -1.68 0.92
H -3.15 -1.47 2.99
H -2.11 -0.30 3.84
H -3.05 -1.47 4.74
H 0.68 -4.96 4.74
H 2.93 -4.68 4.39
H 5.19 -2.41 0.30
H 5.44 -1.03 1.38
H 4.05 -1.09 0.29
C -4.68 1.67 -2.67
C -3.81 2.73 -2.43
C -2.48 2.48 -2.11
C -1.99 1.16 -2.01
C -2.88 0.12 -2.28
C -4.21 0.37 -2.60
As -0.11 0.75 -1.51
C 0.50 0.28 -3.31
C 1.86 0.40 -3.56
C 2.44 -0.23 -4.65
C 1.66 -1.02 -5.47
C 0.31 -1.16 -5.23
C -0.27 -0.52 -4.14
C 0.58 2.60 -1.42
C 1.20 3.31 -2.46
C 1.44 4.68 -2.33
C 1.04 5.37 -1.20
C 0.39 4.69 -0.17
C 0.18 3.32 -0.29
H -5.72 1.87 -2.90
H -4.16 3.75 -2.49
H -1.83 3.32 -1.94
H -2.53 -0.90 -2.23
H -4.88 -0.47 -2.80
H 2.48 0.87 -2.83
H 3.51 -0.20 -4.78
H 2.13 -1.61 -6.26
H -0.28 -1.85 -5.82
H -1.30 -0.68 -3.93
H 1.48 2.80 -3.36
H 1.93 5.20 -3.14
H 1.24 6.43 -1.11
H 0.04 5.21 0.71
H -0.33 2.84 0.53
C 2.79 1.43 0.72
O 1.51 0.89 0.86
H 2.75 2.52 0.84
H 3.20 1.21 -0.27
H 3.45 1.01 1.48
Se 4.95 -2.39 -2.52
Sb 2.73 -3.03 -1.71
Se 1.31 -1.34 -0.78
Se 1.82 -4.35 -3.55
Se 3.69 -4.72 -0.21
```

This record from the OMol25 dataset describes a structure of composition C35H35BBrF5N5PRuS2Si. The level of theory is ωB97M-V/def2-TZVPD.

## Properties
E_LUMO (spin up / spin down) in Eh: -0.27946 / -0.27047
ΔE to the lowest compared entry with this formula, charge and spin in kJ/mol: 166.4
Net charge: +2
Orbital gap (spin up / spin down) in hartree: 0.219 / 0.229

The geometry in XYZ format:
```
87
C35H35BBrF5N5PRuS2Si ωB97M-V/def2-TZVPD
Ru 0.39 0.99 -0.47
F 7.11 -0.08 -2.09
C 5.88 -0.35 -1.73
C 5.62 -1.35 -0.80
F 6.62 -2.04 -0.28
C 4.32 -1.64 -0.43
F 4.15 -2.65 0.42
C 3.23 -0.93 -0.94
P 1.46 -1.29 -0.62
C 1.39 -2.30 0.89
C 1.91 -1.80 2.08
C 1.84 -2.55 3.24
C 1.24 -3.80 3.22
C 0.72 -4.30 2.04
C 0.79 -3.56 0.87
C 1.09 -2.42 -1.99
C 1.97 -3.48 -2.23
C 1.73 -4.36 -3.26
C 0.61 -4.20 -4.07
C -0.27 -3.16 -3.83
C -0.04 -2.27 -2.79
C 3.53 0.06 -1.88
Br 2.14 1.07 -2.69
C 4.81 0.35 -2.28
F 5.06 1.29 -3.17
H 2.40 -0.83 2.10
H 2.27 -2.17 4.16
H 1.20 -4.39 4.13
H 0.26 -5.28 2.02
H 0.38 -3.96 -0.05
H 2.85 -3.62 -1.60
H 2.42 -5.18 -3.44
H 0.42 -4.89 -4.88
H -1.14 -3.03 -4.46
H -0.73 -1.46 -2.61
C 1.51 1.06 3.83
Si 1.01 1.90 2.24
C 2.51 1.94 1.09
C 0.26 3.57 2.59
N -0.19 0.82 1.29
C -1.13 0.06 1.95
C -1.57 0.45 3.24
C -2.43 -0.32 3.98
C -2.86 -1.55 3.48
C -2.47 -1.96 2.22
C -1.65 -1.16 1.47
F -1.32 -1.59 0.25
H 2.60 1.03 3.90
H 1.13 0.04 3.93
H 1.14 1.63 4.68
H 3.24 2.54 1.66
H 2.45 2.44 0.12
H 2.97 0.96 0.96
H 0.87 4.03 3.37
H -0.76 3.49 2.96
H 0.24 4.23 1.73
H -1.23 1.40 3.63
H -2.75 0.02 4.95
H -3.51 -2.17 4.08
H -2.79 -2.92 1.82
C -0.10 4.21 -3.92
N -1.24 4.14 -3.02
C -2.53 4.52 -3.31
C -3.27 4.29 -2.20
N -2.44 3.77 -1.24
B -2.89 3.31 0.18
N -3.37 1.80 0.11
C -4.49 1.40 0.79
C -4.78 0.12 0.44
N -3.81 -0.27 -0.45
C -3.84 -1.53 -1.17
C -2.95 0.76 -0.63
S -1.59 0.67 -1.71
C -1.22 3.68 -1.76
S 0.23 3.23 -0.90
H -0.43 4.69 -4.84
H 0.25 3.21 -4.15
H 0.70 4.80 -3.47
H -2.79 4.93 -4.27
H -4.31 4.46 -2.01
H -3.87 3.94 0.46
H -1.99 3.43 0.96
H -5.01 2.07 1.45
H -5.59 -0.52 0.73
H -3.77 -2.36 -0.47
H -3.01 -1.56 -1.87
H -4.78 -1.60 -1.72
```

no.,largest force on an atom (eV Å⁻¹)
1,1.9
2,3.0
3,4.8
4,0.5
5,6.7
6,0.8